No. 1
{"formula": "C7H6IO3P", "method": "ωB97M-V/def2-TZVPD", "species": ["C", "C", "C", "C", "C", "C", "C", "O", "O", "O", "P", "I", "H", "H", "H", "H", "H", "H"], "coordinates": [[0.1711, -0.1529, 1.7184], [-1.0899, 0.4541, 1.6487], [0.9444, -0.2685, 0.5658], [-1.6269, 0.8398, 0.3832], [0.4478, 0.1456, -0.6690], [-0.8456, 0.6724, -0.7622], [-0.7969, 0.3945, -4.7707], [-0.1631, -1.7016, -6.3625], [-1.6758, 0.8411, -4.1355], [1.4202, -1.2306, -4.3913], [0.0095, -1.3281, -4.9146], [-6.3206, 5.4231, 8.5566], [0.3243, -0.4281, 2.7404], [-1.4801, 0.5012, 2.6494], [1.9950, -0.4863, 0.5965], [-2.6360, 1.2514, 0.2381], [1.1316, 0.1540, -1.5623], [-1.2238, 1.0341, -1.8042]], "atomic_forces_ev_per_a": [[-1.46, 0.91, -0.79], [0.53, -0.57, -1.52], [0.18, 0.50, -0.08], [0.09, -0.18, 0.69], [0.48, 0.42, -0.47], [-0.41, 0.61, -1.56], [-1.43, 2.10, 0.80], [-0.29, -0.10, 0.41], [0.72, -0.47, -0.60], [-0.59, 0.05, 0.22], [1.61, -1.54, -0.86], [-0.02, 0.02, 0.04], [1.41, -0.48, 0.18], [-1.27, 0.54, -0.23], [0.27, -0.63, 0.21], [0.52, -0.11, 0.45], [-0.95, -0.25, 0.94], [0.61, -0.82, 2.16]], "charge": -2, "e_tot_ha": -1135.2098, "gap_ev": 6.76, "e_lumo_ev": 4.5, "e_homo_ha": -0.0832}

***

No. 2
{"formula": "C7H6N2OS", "method": "ωB97M-V/def2-TZVPD", "species": ["N", "C", "N", "C", "C", "O", "C", "C", "C", "C", "S", "H", "H", "H", "H", "H", "H"], "coordinates": [[-3.5568, 0.8102, -0.0675], [-2.2100, 0.5475, -0.0727], [-1.1917, 1.2494, -0.0583], [-0.1450, 0.4224, -0.0832], [1.2836, 0.8126, -0.0618], [1.5852, 2.1024, 0.3454], [2.3989, -0.0384, 0.0065], [2.0434, -1.3104, -0.0629], [0.7201, -1.8092, 0.0110], [-0.3567, -0.9371, 0.1182], [-2.0310, -1.1876, 0.2839], [-4.2378, 0.1573, -0.4460], [-3.9284, 1.9282, 0.1969], [2.6183, 2.2202, 0.2276], [3.5132, 0.1958, -0.1591], [2.7356, -2.2356, 0.1106], [0.7590, -2.9278, -0.2885]], "atomic_forces_ev_per_a": [[-1.58, 5.70, 1.02], [-4.46, -2.64, 1.08], [0.36, 2.69, -0.80], [6.09, -0.25, 1.17], [-0.30, 1.66, 1.83], [2.21, 0.77, -1.41], [0.52, 1.54, -1.63], [-0.44, -6.44, 1.25], [1.51, -1.79, -1.05], [1.05, -0.76, -1.25], [-0.12, -0.39, -0.49], [0.52, 0.45, 0.23], [1.56, -4.71, -1.39], [-3.25, -0.31, 0.41], [-2.02, 0.38, 0.77], [-0.52, 2.21, -0.97], [-1.13, 1.90, 1.22]], "relative_energy_ev": 1.680, "smiles": "Nc1nc2c(O)cccc2s1", "charge": 0, "e_tot_ha": -853.1990, "gap_ev": 8.26, "e_lumo_ev": 0.6, "e_homo_ha": -0.2819}

***

No. 3
{"formula": "C7H6N2OS2", "method": "ωB97M-V/def2-TZVPD", "species": ["C", "N", "C", "S", "N", "C", "C", "C", "S", "C", "C", "O", "H", "H", "H", "H", "H", "H"], "coordinates": [[1.3692, -2.1842, 1.2512], [0.7658, -0.9998, 0.8564], [1.5814, 0.0556, 0.1053], [3.2391, -0.3436, 0.2319], [1.1504, 1.0935, -0.4950], [-0.2542, 1.2291, -0.5801], [-1.0349, 2.3159, -1.2167], [-2.4239, 1.9792, -1.2006], [-2.8056, 0.3879, -0.4678], [-1.0988, 0.2424, 0.0209], [-0.5856, -1.0484, 0.5618], [-1.2501, -2.0832, 0.8215], [0.4810, -2.8026, 1.5170], [2.0294, -2.5340, 0.5421], [2.0480, -1.8574, 2.0161], [3.8210, 0.9765, 0.1371], [-0.7548, 3.3654, -1.5492], [-3.2928, 2.6159, -1.6417]], "atomic_forces_ev_per_a": [[-0.62, -0.35, 2.40], [-0.12, 4.75, -4.08], [-2.02, -1.46, 1.85], [2.49, 1.70, 0.07], [-1.47, 0.08, -0.14], [-1.27, -0.36, 1.16], [-2.29, -0.63, 0.59], [0.78, 0.31, -0.43], [2.05, 1.97, -0.08], [0.06, -0.24, -1.78], [-1.62, -0.73, 0.48], [0.89, 2.53, -0.73], [1.38, -0.25, 0.11], [0.86, -1.56, -2.02], [0.09, -0.71, 1.33], [-1.20, -1.87, -0.08], [0.15, -1.87, 0.36], [1.85, -1.30, 0.98]], "relative_energy_ev": 0.000, "smiles": "Cn1c(S)nc2ccsc2c1=O", "charge": 0, "e_tot_ha": -1251.4253, "gap_ev": 8.71, "e_lumo_ev": 0.0, "e_homo_ha": -0.3212}

***

No. 4
{"formula": "C7H6N2S", "method": "ωB97M-V/def2-TZVPD", "species": ["C", "C", "C", "C", "C", "C", "C", "N", "N", "S", "H", "H", "H", "H", "H", "H"], "coordinates": [[2.3318, -0.1019, 0.2191], [1.3278, 0.7474, -0.2080], [1.9557, -1.4735, 0.5172], [0.0142, 0.3987, -0.2753], [0.6793, -1.7539, 0.3066], [-0.3761, -0.9344, -0.0366], [-2.8902, -0.6673, -0.6452], [-2.7376, -1.8925, 0.0377], [-1.6338, -1.3296, -0.4278], [-3.3575, 0.7939, 0.3250], [3.2955, 0.1513, 0.3171], [1.7258, 1.6850, -0.3348], [2.7769, -2.0242, 0.8599], [-0.5852, 1.2853, -0.4879], [-3.1751, -0.4757, -1.5885], [-2.7563, 0.3580, 1.5267]], "atomic_forces_ev_per_a": [[-4.45, -3.25, -0.21], [2.11, -1.67, 1.29], [1.27, 3.57, -0.59], [-0.55, 0.64, -0.21], [-1.77, -1.46, 0.29], [1.18, 1.23, -0.26], [1.99, 1.12, 3.60], [-0.72, -1.74, 0.89], [-0.73, 0.72, -1.23], [0.66, -0.69, 1.35], [3.36, 1.16, 0.27], [-0.10, 2.58, -0.70], [0.50, -1.59, 0.47], [-0.83, -0.92, -0.13], [-1.21, -0.16, -3.48], [-0.71, 0.46, -1.35]], "relative_energy_ev": 5.520, "charge": 0, "e_tot_ha": -777.7948, "gap_ev": [8.73, 7.22], "e_lumo_ev": [-0.4, -0.6], "e_homo_ha": [-0.3352, -0.2877]}

***

No. 5
{"formula": "C7H6N3", "method": "ωB97M-V/def2-TZVPD", "species": ["C", "N", "C", "C", "C", "C", "C", "C", "N", "N", "H", "H", "H", "H", "H", "H"], "coordinates": [[-2.2180, -2.0119, 0.2578], [-1.0398, -1.6536, 0.0820], [-0.2059, -0.6341, 0.1906], [-0.1762, 0.3865, -0.7860], [0.8344, 1.3096, -0.8113], [1.8738, 1.2803, 0.1368], [1.8859, 0.3368, 1.1174], [0.8478, -0.6458, 1.1658], [0.9015, -1.5346, 2.1111], [1.0369, -2.2618, 2.9414], [-2.5174, -2.9944, -0.0899], [-2.9690, -1.4039, 0.7588], [-0.9770, 0.4140, -1.5101], [0.8279, 2.0714, -1.5774], [2.6658, 2.0118, 0.0830], [2.6666, 0.2917, 1.8596]], "atomic_forces_ev_per_a": [[-0.54, 0.02, 0.25], [0.27, -0.89, -0.29], [0.58, 0.35, 0.29], [-0.11, 0.00, 0.16], [-0.18, -0.23, 0.15], [0.27, 0.03, 0.17], [-0.18, -0.14, -0.07], [-0.21, 2.58, -2.48], [0.31, -2.48, 2.61], [-0.31, 0.61, -0.86], [-0.04, -0.08, -0.03], [-0.04, 0.19, 0.05], [0.02, -0.07, -0.07], [0.02, 0.05, -0.01], [0.03, 0.01, 0.05], [0.10, 0.06, 0.09]], "relative_energy_ev": 0.000, "smiles": "C=Nc1ccccc1[N+]#N", "charge": 1, "e_tot_ha": -434.2815, "gap_ev": [7.69, 7.69], "e_lumo_ev": [-5.4, -5.4], "e_homo_ha": [-0.4804, -0.4804]}

***

No. 6
{"formula": "C7H6N3O", "method": "ωB97M-V/def2-TZVPD", "species": ["N", "C", "N", "C", "C", "C", "C", "C", "C", "N", "O", "H", "H", "H", "H", "H", "H"], "coordinates": [[3.6294, -0.6952, -0.0152], [2.3643, -0.8045, 0.0358], [1.1971, -1.0100, -0.0313], [-0.0873, -0.5378, 0.0982], [-1.1456, -1.3947, 0.0220], [-2.4350, -0.8911, 0.0364], [-2.5888, 0.5163, 0.0065], [-1.4881, 1.3726, -0.1125], [-0.1572, 0.8678, 0.0974], [0.9820, 1.6527, 0.0857], [0.8685, 2.8748, 0.0438], [4.0645, 0.1433, -0.4445], [4.1230, -1.5369, 0.2447], [-0.8276, -2.5047, 0.0142], [-3.4030, -1.3335, 0.0722], [-3.6424, 0.7840, 0.0019], [-1.4538, 2.4968, -0.1552]], "atomic_forces_ev_per_a": [[0.75, 0.43, -0.21], [-4.33, -0.31, -0.48], [4.46, -0.05, 0.22], [0.52, 1.45, -0.10], [0.19, -2.99, 0.28], [0.58, 2.39, 0.17], [0.39, -0.52, -0.59], [1.39, 1.01, 1.50], [-4.17, -0.40, -0.99], [1.56, 1.79, -0.02], [-0.34, -2.08, 0.08], [-0.25, -0.95, 0.39], [0.74, 0.23, 0.09], [-1.10, 1.84, -0.08], [0.04, -1.43, -0.02], [0.42, 0.86, -0.10], [-0.84, -1.25, -0.13]], "relative_energy_ev": 0.600, "smiles": "[NH2+]=C=Nc1ccccc1N=O", "charge": 1, "e_tot_ha": -509.4549, "gap_ev": [7.97, 7.97], "e_lumo_ev": [-5.2, -5.2], "e_homo_ha": [-0.4849, -0.4850]}

***

No. 7
{"formula": "C7H6N3O2", "method": "ωB97M-V/def2-TZVPD", "species": ["C", "C", "C", "C", "C", "C", "C", "N", "N", "N", "O", "O", "H", "H", "H", "H", "H", "H"], "coordinates": [[-2.7142, 2.8447, -0.1438], [-1.6738, 2.2664, 0.0138], [0.6054, 1.6499, -0.0243], [1.2040, -0.7704, 0.4565], [1.5564, 0.5459, 0.3142], [-1.2663, -0.7409, 0.2791], [-0.1350, -2.6046, -0.4626], [2.8332, 0.8243, -0.0741], [-0.6348, 1.5060, 0.1733], [-0.1541, -1.2381, 0.0766], [-2.3874, -0.5516, 0.2827], [3.9204, 0.4804, 0.3934], [-3.6235, 3.3800, -0.3698], [1.0741, 2.6665, -0.1720], [1.8517, -1.4982, 0.9502], [0.5748, -3.0993, 0.2310], [0.1400, -2.5870, -1.5197], [-1.1712, -3.0741, -0.4044]], "atomic_forces_ev_per_a": [[-0.47, 0.21, -0.28], [-0.89, 1.29, -0.25], [1.16, 1.65, 0.96], [-1.22, 1.81, 0.40], [-2.30, -1.70, -0.16], [-2.28, 2.56, -0.11], [-1.13, -1.61, 0.35], [4.96, 0.53, 0.13], [1.24, -2.65, 0.18], [4.02, -0.82, 0.44], [-0.49, -0.46, 0.33], [-3.64, 0.40, -0.61], [0.43, -0.22, 0.25], [-0.43, -1.12, -0.38], [-0.21, -0.06, -0.74], [-0.52, -0.39, -1.00], [0.37, -0.01, 0.32], [1.39, 0.59, 0.16]], "relative_energy_ev": 2.990, "charge": 1, "e_tot_ha": -584.5561, "gap_ev": [7.84, 7.71], "e_lumo_ev": [-5.7, -5.6], "e_homo_ha": [-0.4991, -0.4902]}

***

No. 8
{"formula": "C7H6N4S", "method": "ωB97M-V/def2-TZVPD", "species": ["C", "C", "C", "C", "C", "C", "C", "N", "N", "N", "N", "S", "H", "H", "H", "H", "H", "H"], "coordinates": [[-2.7071, 1.1806, 0.2562], [3.0094, -0.3907, -1.9773], [-1.4745, 0.6686, 0.3518], [2.7294, 1.0305, -0.4386], [-2.9946, -0.4234, 1.6833], [1.6965, -0.4637, -1.5858], [-0.6321, -1.1654, 1.5929], [-3.5957, 0.4596, 1.0652], [3.6461, 0.4911, -1.2549], [1.5571, 0.4104, -0.5697], [-1.5481, -0.4423, 1.2332], [0.1076, -2.3436, 2.2446], [-3.0639, 2.0340, -0.3412], [3.5615, -0.9796, -2.7882], [1.0413, -1.2698, -1.8876], [2.9498, 1.6231, 0.4509], [-3.7299, -1.0281, 2.2325], [-0.5529, 0.6084, -0.2673]], "atomic_forces_ev_per_a": [[-0.07, 0.66, -0.40], [0.75, -2.21, -2.58], [0.69, -0.56, -1.75], [0.55, -1.24, 0.50], [-0.53, -1.30, 0.22], [0.44, -1.00, -0.26], [2.91, -4.19, 2.14], [-0.54, 2.39, -1.00], [1.89, 2.42, 0.98], [-2.70, 0.16, 0.98], [-4.10, 2.79, -0.37], [-0.04, 1.19, -0.72], [0.41, -0.72, 0.37], [-1.00, 0.86, 1.25], [-0.64, 0.42, 0.10], [0.02, 0.20, -0.61], [1.91, -0.97, 0.60], [0.05, 1.11, 0.54]], "relative_energy_ev": 6.636, "charge": 0, "e_tot_ha": -887.3305, "gap_ev": [3.22, 3.25], "e_lumo_ev": [-3.2, -3.2], "e_homo_ha": [-0.2370, -0.2374]}